8 unconnected molecules or ions with the total composition C18H38N17O9 at a distorted geometry. Source: OMol25; level of theory: the ωB97M-V functional and the def2-TZVPD basis.

Values from the calculation:
**Energy**: -63041.4187 eV
**Charge**: +1
**LUMO**: -4.795 eV

Geometry (Å):
N (-1.21656, 0.41909, 0.02155)
C (-1.91575, 1.67603, -0.12141)
C (-3.39542, 1.67505, -0.03393)
C (-4.04983, 0.26055, 0.18100)
O (-4.26081, -0.18414, 1.26786)
O (-4.32339, -0.43851, -0.98589)
C (-4.15141, 2.92640, -0.17944)
C (-3.36474, 4.14163, -0.39403)
N (-1.98724, 4.10695, -0.47311)
C (-1.23600, 2.94997, -0.35071)
C (0.31651, 2.95300, -0.49021)
C (0.83904, 3.32466, -1.79785)
C (2.31677, 3.33435, -1.94998)
C (3.10702, 2.95625, -0.75785)
C (2.36063, 2.58599, 0.45149)
N (1.01016, 2.57308, 0.62064)
H (-0.45144, 0.38704, -0.66571)
H (-0.78268, 0.35488, 0.95120)
H (-3.67017, -0.08477, -1.62561)
H (-5.27037, 2.93013, -0.14436)
H (-3.88156, 5.12788, -0.52152)
H (-1.52365, 5.00750, -0.63621)
H (0.15230, 3.58809, -2.63998)
H (2.80082, 3.60441, -2.92270)
H (4.22550, 2.96817, -0.81440)
H (2.97517, 2.27516, 1.33900)
C (-3.52047, 1.80318, 5.34156)
O (-3.60437, 2.32659, 6.43425)
N (-2.33612, 1.66240, 4.67801)
N (-4.60262, 1.30589, 4.67418)
H (-2.25861, 1.23063, 3.77652)
H (-1.50931, 2.01285, 5.12945)
H (-5.49907, 1.38623, 5.12256)
H (-4.54055, 0.87205, 3.77217)
C (-3.07756, -2.80274, 5.06815)
O (-2.60189, -3.21051, 6.10900)
N (-3.04255, -3.52674, 3.90604)
N (-3.68907, -1.59106, 4.95724)
H (-3.43217, -3.19964, 3.04041)
H (-2.60015, -4.42963, 3.93753)
H (-3.74173, -1.01995, 5.78328)
H (-4.08183, -1.25179, 4.10009)
C (5.40505, 2.08107, -4.09434)
O (4.71044, 3.01360, -3.69162)
N (5.12248, 0.78322, -3.83041)
N (6.52167, 2.26974, -4.84237)
H (5.69122, 0.01633, -4.16138)
H (4.30527, 0.58977, -3.27868)
H (6.77535, 3.21613, -5.06581)
H (7.09464, 1.51484, -5.17441)
C (0.65827, -3.27711, 0.49348)
O (0.72980, -3.32009, -0.72198)
N (1.25099, -4.19617, 1.30207)
N (-0.02629, -2.29776, 1.15462)
H (1.19602, -4.16684, 2.30338)
H (1.76629, -4.93678, 0.85926)
H (-0.48081, -1.59769, 0.59466)
H (-0.09320, -2.24960, 2.15518)
C (0.92741, 3.05824, -5.63327)
O (-0.22366, 3.36747, -5.35427)
N (1.32155, 1.76911, -5.81740)
N (1.92177, 3.97424, -5.78250)
H (2.26355, 1.50829, -6.04499)
H (0.62348, 1.05343, -5.71781)
H (1.68164, 4.94184, -5.65689)
H (2.86849, 3.72857, -6.00906)
C (7.86391, -1.64396, -2.76121)
O (7.15823, -1.20498, -3.66002)
N (8.91988, -2.46423, -2.99279)
N (7.65297, -1.34902, -1.45116)
H (9.50403, -2.82917, -2.26369)
H (9.11401, -2.70995, -3.94787)
H (6.88146, -0.74416, -1.23199)
H (8.22546, -1.70355, -0.70782)
C (-6.28692, -6.52948, 3.67557)
O (-7.00267, -7.40998, 4.11354)
N (-6.30239, -6.15025, 2.36382)
N (-5.40361, -5.83964, 4.45146)
H (-5.71696, -5.42630, 1.99290)
H (-6.93807, -6.63078, 1.75197)
H (-5.35619, -6.08348, 5.42539)
H (-4.80941, -5.11153, 4.09816)

Atomic partial charges in e from the Löwdin method, atoms 1 to 4: atom 1 (N): 0.09, atom 2 (C): -0.14, atom 3 (C): 0.01, atom 4 (C): -0.45

***

4 unconnected molecules or ions with the total composition C18H38N2O6S at a distorted geometry. Source: OMol25; level of theory: the ωB97M-V functional and the def2-TZVPD basis.

Values from the calculation:
**Structure (SMILES)**: O=COCCCSc1nnco1.CCOCC.CCOCC.CCOCC
**Energy above the lowest of the compared OMol25 structures with the same formula, charge and spin**: 47.4 kcal/mol
**Energy**: -45379.9743 eV
**Charge**: 0
**LUMO**: 0.611 eV

Geometry (Å):
O (-1.21141, -0.83885, 1.52260)
C (-1.18481, -0.38197, 2.64117)
O (-1.16725, 0.92049, 2.94622)
C (-1.76008, 1.76872, 1.95942)
C (-3.28400, 1.71877, 2.00484)
C (-3.77943, 2.92838, 1.23941)
S (-5.57529, 3.08708, 1.00251)
C (-6.31083, 1.65991, 1.66515)
N (-5.90451, 0.75254, 2.47734)
N (-6.96230, -0.09214, 2.65412)
C (-7.92479, 0.34419, 1.96293)
O (-7.57143, 1.47074, 1.29070)
H (-1.14819, -1.03736, 3.51458)
H (-1.41471, 1.53646, 0.95789)
H (-1.39608, 2.76855, 2.16411)
H (-3.56553, 1.72734, 3.04896)
H (-3.57523, 0.78534, 1.54181)
H (-3.43805, 3.81927, 1.75153)
H (-3.31827, 2.92835, 0.25674)
H (-8.89463, -0.08634, 1.90334)
C (-0.20061, 0.50151, -4.50446)
C (0.31498, 1.24009, -3.28096)
O (-0.43274, 0.99537, -2.10494)
C (-0.48821, -0.35331, -1.66616)
C (0.86715, -0.95482, -1.34648)
H (-1.24220, 0.76296, -4.69555)
H (0.39314, 0.76473, -5.38044)
H (-0.14888, -0.58093, -4.38110)
H (0.25128, 2.31402, -3.45983)
H (1.37481, 1.01584, -3.11067)
H (-1.02656, -0.96933, -2.39604)
H (-1.09100, -0.34562, -0.76184)
H (1.51820, -0.99832, -2.22157)
H (0.74246, -1.97003, -0.97037)
H (1.37784, -0.36170, -0.58532)
C (4.50241, 3.88826, -2.03565)
C (4.03699, 4.62825, -0.79247)
O (2.65526, 4.48838, -0.52390)
C (2.19259, 3.16712, -0.30702)
C (2.85134, 2.46973, 0.87142)
H (3.94150, 4.22244, -2.90962)
H (5.56312, 4.07300, -2.20842)
H (4.36346, 2.80991, -1.94615)
H (4.20291, 5.69718, -0.92769)
H (4.62886, 4.32863, 0.07983)
H (2.29913, 2.57343, -1.22178)
H (1.12243, 3.24994, -0.11761)
H (3.92648, 2.35082, 0.73039)
H (2.42092, 1.47676, 1.00831)
H (2.70071, 3.04447, 1.78649)
C (0.00997, -4.91372, 0.08560)
C (1.05442, -4.17983, 0.90991)
O (1.63256, -4.96554, 1.93623)
C (2.31412, -6.13363, 1.51980)
C (3.47986, -5.86880, 0.58189)
H (-0.78871, -5.28567, 0.72836)
H (-0.42293, -4.24290, -0.65753)
H (0.43263, -5.76857, -0.44448)
H (0.58053, -3.33419, 1.40946)
H (1.83681, -3.76277, 0.26519)
H (1.61171, -6.84597, 1.07228)
H (2.68585, -6.59730, 2.43359)
H (3.15760, -5.41109, -0.35420)
H (3.98582, -6.80369, 0.33872)
H (4.19877, -5.19455, 1.04947)

Atomic partial charges in e from the Löwdin method, atoms 1 to 4: atom 1 (O): 0.06, atom 2 (C): -0.32, atom 3 (O): -0.01, atom 4 (C): -0.19

***

A molecular structure, C18H39BClCsF2KLiNO3PS at a distorted geometry. Source: OMol25; level of theory: the ωB97M-V functional and the def2-TZVPD basis.

Values from the calculation:
**Energy**: -82756.6965 eV
**Charge**: 0
**LUMO**: -3.035 eV

Geometry (Å):
C (1.99271, 0.46511, -1.00558)
C (1.81924, 2.00159, -0.83336)
C (0.46248, 2.47664, -1.33088)
C (0.16171, 2.25244, -2.80627)
C (-1.26980, 2.12918, -3.18824)
C (-2.23366, 3.24900, -2.86651)
C (-2.70202, 3.08214, -1.44976)
C (-3.45984, 1.75128, -1.44562)
B (-2.52011, 0.50142, -0.99092)
P (-2.47995, -0.98945, -2.25376)
S (-1.26418, -2.42548, -1.71771)
H (2.70326, 0.31662, -1.81306)
H (2.34803, -0.01407, -0.07919)
H (1.06957, 0.01685, -1.35610)
H (2.64808, 2.54500, -1.28371)
H (1.87885, 2.21387, 0.21229)
H (-0.29733, 2.05252, -0.66113)
H (0.40318, 3.56883, -1.17524)
H (0.58016, 3.10451, -3.35326)
H (0.64042, 1.32431, -3.18618)
H (-1.25234, 2.03984, -4.27313)
H (-1.63201, 1.15832, -2.81509)
H (-1.88899, 4.24505, -3.11276)
H (-3.10960, 3.10583, -3.50685)
H (-3.39225, 3.90160, -1.19930)
H (-1.95272, 3.11159, -0.65884)
H (-3.96653, 1.57343, -2.38683)
H (-4.28214, 1.83672, -0.65954)
H (-1.87888, 0.50597, 0.02100)
H (-3.85380, -1.41898, -2.41971)
H (-2.06004, -0.47836, -3.51025)
F (3.37709, -1.25163, 1.18254)
C (-2.89940, -2.20160, -5.88239)
C (-2.43996, -0.74762, -5.83166)
O (-1.25739, -0.67780, -5.02835)
H (-3.09563, -2.59431, -4.86814)
H (-3.80613, -2.31639, -6.48414)
H (-2.12012, -2.80677, -6.30736)
H (-3.20807, -0.11216, -5.37683)
H (-2.20910, -0.32313, -6.91216)
H (-0.58752, -1.22722, -5.44049)
O (-0.51788, 0.57538, 1.78755)
C (0.35041, 0.68051, 2.63811)
O (1.41964, 1.42301, 2.48406)
C (2.32164, 1.26048, 3.59950)
C (1.44306, 0.75881, 4.72843)
C (0.39253, -0.03918, 3.97442)
H (3.09786, 0.54412, 3.30856)
H (2.79476, 2.21203, 3.83246)
H (1.98467, 0.18856, 5.46753)
H (0.96718, 1.60208, 5.23787)
H (0.70566, -1.07050, 3.80659)
H (-0.57635, -0.01203, 4.46940)
K (-1.01764, -4.05154, -6.15095)
Cl (-1.50580, 1.05771, -7.72071)
Li (-3.68660, 2.19796, 0.91299)
C (4.05193, -4.09915, 7.63875)
C (3.81259, -4.01793, 6.13447)
C (3.47224, -2.60296, 5.65720)
C (2.21942, -2.11362, 6.23105)
N (1.23533, -1.72878, 6.67579)
H (3.15889, -3.81903, 8.20005)
H (4.31654, -5.11673, 7.92626)
H (4.86656, -3.43878, 7.94115)
H (3.01340, -4.70782, 5.85749)
H (4.71299, -4.34992, 5.61680)
H (3.38617, -2.59771, 4.56755)
H (4.28125, -1.91692, 5.91235)
Cs (-3.52175, -1.52549, 0.46720)
F (-0.14402, -0.23722, -3.14743)

Atomic partial charges in e from the Löwdin method, atoms 1 to 4: atom 1 (C): -0.09, atom 2 (C): -0.24, atom 3 (C): -0.22, atom 4 (C): -0.20